{"formula": "C46H51F9N4O5OsP2S", "method": "ωB97M-V/def2-TZVPD", "elements": ["Os", "O", "C", "O", "C", "C", "C", "C", "C", "N", "H", "H", "H", "H", "F", "C", "F", "F", "C", "C", "C", "C", "C", "C", "P", "C", "C", "C", "C", "C", "C", "C", "F", "F", "F", "C", "C", "C", "C", "C", "C", "C", "F", "F", "F", "H", "H", "H", "H", "H", "H", "H", "H", "H", "H", "H", "H", "S", "C", "N", "C", "C", "C", "N", "H", "H", "H", "H", "H", "H", "H", "H", "C", "O", "P", "O", "C", "O", "C", "H", "H", "H", "H", "H", "H", "H", "H", "H", "C", "C", "C", "C", "C", "C", "C", "C", "N", "C", "C", "C", "C", "H", "H", "H", "H", "H", "H", "H", "H", "H", "H", "H", "H", "H", "H", "H", "H", "H", "H"], "coordinates": [[-1.91701, 0.36760, 0.32991], [-2.56990, 3.26168, 3.12104], [-2.31863, 2.65543, 2.11066], [-2.11643, 1.33271, 2.07555], [-2.20645, 3.29383, 0.78562], [-2.18805, 4.67154, 0.65187], [-2.08353, 5.18426, -0.64101], [-1.99113, 4.31811, -1.74529], [-2.00402, 2.93125, -1.52340], [-2.07876, 2.44575, -0.26461], [-2.26107, 5.27910, 1.58822], [-1.96659, 6.24044, -0.73474], [-1.91786, 4.67176, -2.74040], [-1.89016, 2.19576, -2.33669], [-0.56950, -2.93742, 6.39068], [0.75230, -2.57750, 6.28075], [1.08430, -2.10721, 7.48567], [1.41481, -3.70114, 6.02084], [0.91406, -1.55720, 5.16778], [1.87490, -1.73912, 4.19956], [1.85573, -0.98643, 3.05672], [0.91753, 0.06583, 2.90682], [-0.01074, 0.28126, 3.92089], [-0.03853, -0.55346, 5.04189], [0.72887, 0.81881, 1.24565], [0.83733, 2.63699, 1.55640], [0.94985, 3.53644, 0.50095], [1.16180, 4.88063, 0.72810], [1.24936, 5.31810, 2.04363], [1.16021, 4.41663, 3.10112], [0.93106, 3.04693, 2.86516], [1.54085, 6.73651, 2.45147], [0.64683, 7.14301, 3.42824], [2.73080, 6.90958, 2.98058], [1.39574, 7.57053, 1.43266], [2.39011, 0.43872, 0.51836], [2.67125, -0.80624, -0.00302], [3.95694, -1.15420, -0.39807], [5.00567, -0.27392, -0.20231], [4.79120, 0.97932, 0.38055], [3.44911, 1.32671, 0.71713], [6.38750, -0.74647, -0.58818], [6.31917, -1.79989, -1.40199], [7.07436, -1.06061, 0.48027], [6.99769, 0.29138, -1.18649], [2.59968, -2.54194, 4.36287], [2.61002, -1.16538, 2.32462], [-0.69450, 1.11444, 3.84449], [-0.80096, -0.35806, 5.78744], [0.87336, 3.20910, -0.51431], [1.19053, 5.51344, -0.13163], [1.30566, 4.82370, 4.08637], [1.02401, 2.34193, 3.67271], [1.87771, -1.50480, -0.06722], [4.18258, -2.17170, -0.73038], [5.55884, 1.69072, 0.66584], [3.31920, 2.31460, 1.15500], [0.73404, 1.54885, -2.40488], [2.05914, 0.64591, -3.08645], [2.89969, 1.28502, -3.89989], [4.01300, 0.66864, -4.63682], [4.42667, -0.59019, -3.96248], [3.17048, -1.41790, -3.71336], [2.16837, -0.65852, -3.00468], [2.69652, 2.25895, -4.01147], [4.82519, 1.40311, -4.63298], [3.80081, 0.48038, -5.65015], [4.89320, -0.34789, -2.96952], [5.17055, -1.05789, -4.58887], [3.41764, -2.33612, -3.13168], [2.73472, -1.76596, -4.61529], [1.46481, -1.09112, -2.41299], [-5.34477, -2.95353, 0.78710], [-4.03077, -2.26959, 0.60236], [-3.06720, -1.40461, 1.45326], [-1.95923, -2.39661, 2.01589], [-2.21781, -3.44209, 3.00296], [-3.96655, -0.97568, 2.68100], [-3.61616, -0.42916, 4.04681], [-5.29213, -3.78486, 0.06765], [-6.07827, -2.22297, 0.50764], [-5.53208, -3.26838, 1.82319], [-3.28868, -3.64150, 2.98381], [-1.85145, -3.10084, 3.97311], [-1.72345, -4.30434, 2.65671], [-2.53358, -0.32367, 4.10146], [-4.04193, -1.17439, 4.78108], [-4.04656, 0.51937, 4.14007], [-0.23788, -3.40911, -5.16505], [-0.36805, -3.01719, -3.72279], [0.27606, -3.78647, -2.71335], [0.28726, -3.35890, -1.36907], [0.98650, -4.22906, -0.30804], [-0.45195, -2.22966, -0.98092], [-1.21948, -1.53181, -1.93213], [-1.10179, -1.92163, -3.32137], [-2.17328, -0.60863, -1.50718], [-3.46406, -0.39438, -2.34352], [-3.14035, 0.42867, -3.63532], [-4.53538, 0.40769, -1.52490], [-4.02431, -1.80358, -2.66709], [-1.16582, -3.13917, -5.66171], [-0.05955, -4.47826, -5.24168], [0.56622, -2.86587, -5.64956], [0.80383, -4.72806, -2.96529], [0.22055, -4.91565, 0.09391], [1.45813, -3.66215, 0.50255], [1.79258, -4.81743, -0.77816], [-0.52748, -2.02686, 0.10306], [-1.71719, -1.41575, -4.02552], [-3.75985, 1.31782, -3.61604], [-3.39653, -0.09321, -4.59616], [-2.03791, 0.61386, -3.75128], [-4.16861, 1.41914, -1.29230], [-4.85682, -0.16493, -0.61657], [-5.44858, 0.49067, -2.13649], [-3.67555, -2.21500, -3.64934], [-5.10841, -1.68105, -2.73636], [-3.74358, -2.54824, -1.94931]], "fmax_ev_per_a": 2.66, "spin_multiplicity": 5, "de_lowest_kcal_mol": 0.0, "total_charge": 2, "homo_energy_ha": [-0.475, -0.475], "lumo_ha": [-0.200, -0.273], "energy_ev": -121054.1793}

---

{"formula": "C46H52N6Na", "method": "ωB97M-V/def2-TZVPD", "elements": ["Na", "C", "C", "C", "C", "C", "C", "C", "C", "C", "C", "C", "C", "C", "C", "C", "C", "N", "C", "C", "C", "N", "C", "C", "C", "N", "C", "C", "C", "C", "C", "C", "C", "C", "C", "C", "C", "C", "N", "C", "C", "H", "H", "H", "H", "H", "H", "H", "H", "H", "H", "H", "H", "H", "H", "H", "H", "H", "H", "H", "H", "H", "H", "H", "H", "H", "H", "H", "H", "H", "H", "H", "H", "H", "H", "H", "H", "H", "H", "H", "H", "H", "H", "H", "H", "C", "C", "C", "C", "N", "C", "C", "C", "C", "C", "C", "N", "H", "H", "H", "H", "H", "H", "H", "H"], "coordinates": [[0.09906, -0.44234, 0.09809], [5.54926, 2.59297, -1.73729], [5.50510, 1.32560, -0.87837], [4.20853, 1.17192, -0.14638], [3.92626, 1.49492, 1.14412], [4.84040, 2.08762, 2.17056], [4.67304, 3.60459, 2.30313], [2.49689, 1.21689, 1.33627], [1.76872, 1.46110, 2.50336], [0.38345, 1.31747, 2.73247], [-0.32830, 1.70670, 3.94811], [0.28723, 2.35183, 5.15130], [0.63351, 3.82649, 4.92035], [-1.64530, 1.41160, 3.73351], [-1.72420, 0.84828, 2.38621], [-2.89078, 0.38429, 1.74953], [-3.04876, -0.12927, 0.45623], [-2.04906, -0.29869, -0.43410], [-2.56960, -0.75207, -1.58347], [-1.83529, -0.99227, -2.76361], [-0.47783, -0.76000, -3.01412], [0.41273, -0.31800, -2.10513], [1.60632, -0.16715, -2.70517], [2.77751, 0.27321, -2.06995], [2.95045, 0.69290, -0.73713], [1.98194, 0.72814, 0.18871], [1.49334, -0.56616, -4.11629], [0.19767, -0.93393, -4.30749], [-0.46224, -1.36527, -5.58014], [-1.28310, -0.24435, -6.22628], [2.59465, -0.48954, -5.12712], [2.75669, 0.91699, -5.71085], [-4.01809, -0.92215, -1.42960], [-4.31601, -0.53449, -0.15844], [-5.66175, -0.44977, 0.49197], [-6.27081, 0.95272, 0.40014], [-4.95761, -1.37258, -2.50464], [-5.27913, -0.26293, -3.51096], [-0.49006, 0.81067, 1.84695], [-2.80339, 1.65970, 4.65092], [-3.38650, 3.06706, 4.49855], [6.50673, 2.69435, -2.25445], [5.39791, 3.47906, -1.11822], [4.75390, 2.57803, -2.48396], [6.33376, 1.34350, -0.16488], [5.67158, 0.45278, -1.51709], [5.87904, 1.85991, 1.91495], [4.65590, 1.61939, 3.14201], [4.92783, 4.10133, 1.36516], [5.31144, 4.01129, 3.09143], [3.63712, 3.85649, 2.53438], [2.34004, 1.86004, 3.33728], [1.19625, 1.81225, 5.43577], [-0.39614, 2.27085, 6.00189], [1.30450, 3.93363, 4.06720], [1.11679, 4.26560, 5.79678], [-0.26615, 4.40356, 4.70017], [-3.80534, 0.46949, 2.33042], [-2.41187, -1.36481, -3.60577], [3.66409, 0.31955, -2.69648], [-1.11491, -2.22161, -5.38493], [0.29502, -1.71257, -6.28861], [-2.02820, 0.13581, -5.52637], [-1.79861, -0.59239, -7.12477], [-0.63870, 0.59196, -6.50320], [2.40800, -1.20056, -5.93711], [3.53828, -0.79444, -4.66503], [1.83520, 1.23665, -6.20065], [3.56727, 0.95719, -6.44276], [2.97139, 1.63528, -4.91801], [-5.57902, -0.73611, 1.54447], [-6.34291, -1.17216, 0.03307], [-5.62467, 1.68152, 0.89205], [-7.25767, 0.99443, 0.86810], [-6.37210, 1.25832, -0.64263], [-5.88766, -1.73161, -2.05473], [-4.52641, -2.22593, -3.03694], [-5.79020, 0.56589, -3.01783], [-5.91804, -0.62752, -4.31929], [-4.36244, 0.13433, -3.94904], [-2.49783, 1.50313, 5.69032], [-3.58875, 0.92532, 4.45298], [-2.63194, 3.82221, 4.72477], [-4.23931, 3.22427, 5.16384], [-3.71584, 3.23046, 3.47104], [-1.34059, -2.91091, 4.10314], [-1.35447, -4.22857, 3.68211], [-0.55725, -4.59602, 2.60943], [0.21452, -3.61869, 1.99121], [0.21956, -2.34573, 2.38508], [-0.53550, -2.00469, 3.42205], [1.10693, -3.93658, 0.84092], [1.86512, -5.10230, 0.81494], [2.72058, -5.31412, -0.25466], [2.78251, -4.36273, -1.25714], [1.97631, -3.23525, -1.15154], [1.15737, -3.02429, -0.12837], [-1.94596, -2.57445, 4.93431], [-1.98190, -4.96103, 4.17513], [-0.55034, -5.61207, 2.23666], [-0.49783, -0.96320, 3.71900], [1.80375, -5.80748, 1.63350], [3.33635, -6.20428, -0.29654], [3.43890, -4.47849, -2.10917], [1.97972, -2.47000, -1.91931]], "fmax_ev_per_a": 0.59, "de_lowest_kcal_mol": 4.2, "total_charge": -1, "homo_energy_ha": -0.119, "lumo_ha": 0.082, "energy_ev": -61907.5263}